[1]
118
Properties=species:S:1:pos:R:3:forces:R:3 method="wB97M-V/def2-TZVPD" molar_mass_g_mol=1411.6 spin_multiplicity=4 e_above_lowest_kcal_mol=29.0 charge=+1 total_energy_ev=-132281.70270 orbital_gap_ev="6.0 / 5.3"
Si 2.4970 -3.6854 -1.2847 0.274 -0.229 0.014
H -2.3348 -2.2352 2.5056 -0.026 0.002 0.042
F 0.9707 0.2118 -7.7996 0.068 0.005 -0.023
S -4.5989 0.8235 -0.7182 0.162 -0.128 -0.164
H 1.4334 -4.0481 2.9067 0.014 -0.034 -0.061
C 0.6871 -3.2666 2.7638 -0.175 -0.006 -0.347
O -0.0863 0.6988 -2.4630 -0.104 -0.936 0.856
H 1.5942 -5.9843 -0.7904 0.024 -0.014 0.028
C -1.4944 4.3843 -1.6172 0.187 -0.398 -0.145
C -3.2841 0.8540 5.0192 -0.082 0.010 0.039
C -3.0690 0.7411 3.6450 0.265 -0.105 0.038
H 2.7276 -3.1397 -3.7074 0.008 -0.037 0.012
C -0.6734 -5.6866 1.3634 0.014 0.353 -0.156
C -4.6044 0.1545 -3.3313 0.193 -0.083 0.073
H 2.9218 5.4467 4.1337 -0.004 0.008 -0.006
H 3.4159 -2.2148 0.4910 0.039 -0.004 0.042
C -2.3728 -3.2172 2.0387 0.340 0.087 -0.297
C 2.2244 5.7316 3.3548 0.018 -0.069 -0.083
F 0.3083 2.6192 -6.7312 0.022 0.073 -0.017
O -4.0409 1.1791 2.8370 -0.140 0.025 -0.105
C 2.9980 0.1417 -1.0192 -0.387 -0.228 0.175
H 1.8439 -5.7533 -2.5201 -0.004 0.024 -0.032
C 0.2795 0.5674 -3.7227 0.265 -0.216 -0.753
C 3.4218 -3.2910 0.3105 -0.354 0.030 -0.300
H -3.7872 0.9885 1.9124 0.045 0.029 0.044
H -1.6015 -6.0481 -1.3806 -0.007 0.007 0.018
H -0.1563 6.8216 0.5623 -0.020 0.020 -0.002
H 3.2194 -6.0552 -1.4664 0.068 0.050 0.016
H 4.1111 4.0981 2.6729 0.094 0.116 -0.103
B 4.4182 0.5346 -1.4076 0.463 0.249 -0.175
H -0.7557 -3.4890 -4.6872 0.023 -0.003 -0.016
F 0.7769 -1.7118 -3.5079 -0.014 -0.120 -0.123
H -1.6051 -6.0341 0.9157 -0.024 0.020 -0.021
H 4.6671 1.5750 -0.8489 -0.054 0.065 0.127
H 0.1525 -6.0659 0.7628 0.026 -0.030 0.033
Si -0.6492 -3.8033 1.5377 -0.078 -0.207 0.317
C 0.6782 -0.6354 -4.3063 -0.187 0.339 0.311
C 0.5044 6.5008 1.3604 0.091 -0.129 -0.076
H 1.1879 -2.3642 2.4098 0.029 0.017 0.097
C -1.7091 -3.2055 -4.2410 0.211 0.023 0.411
H -2.3844 3.8294 -1.9110 0.006 -0.025 -0.001
H 0.0124 -0.6792 3.7505 0.022 0.028 0.016
H -2.5013 -3.6791 -4.8247 -0.073 -0.076 0.106
H -3.3934 -2.3650 -1.1339 -0.076 0.028 0.003
Sb 0.0228 -2.7932 -0.8178 -0.122 -1.583 -0.112
C 4.4074 1.0886 2.7762 -0.329 0.018 -0.100
H -4.2146 1.2949 5.3496 -0.007 0.001 -0.002
H -4.2660 -3.2869 -2.3670 0.031 -0.028 -0.086
H -2.2485 -6.1643 -3.0173 -0.060 0.042 -0.033
H 1.4656 2.9980 4.9737 0.015 0.041 0.006
C 2.4092 2.5248 4.7086 -0.179 -0.043 -0.305
N -2.0680 0.1231 -0.4287 -0.513 0.151 -0.106
C -5.2870 1.1063 -2.3790 0.065 0.096 0.172
H -0.4196 -0.5229 6.1836 0.021 0.011 -0.010
H 5.1654 -0.3484 -1.0776 -0.003 -0.151 0.097
H 3.2351 3.1986 4.9298 0.024 -0.014 0.014
C 3.2911 -2.9136 -2.8028 -0.338 -0.007 0.269
H -1.0158 4.7871 -2.5065 -0.004 -0.018 -0.030
H -2.5357 0.4784 6.9804 -0.034 0.024 0.007
H 1.3296 7.2755 4.5372 0.026 -0.001 0.016
C -1.5149 -5.6517 -2.3921 0.051 0.346 0.075
H 0.9202 5.5270 -0.9683 0.137 0.069 -0.053
F -0.1061 2.8492 -4.0394 -0.091 0.131 -0.210
H 5.0088 1.6583 3.4821 0.015 0.034 -0.001
H 4.2884 0.0703 3.1479 0.031 0.019 -0.015
H -0.2155 7.9773 2.7315 -0.005 0.016 -0.015
H -1.8197 -2.1264 -4.3320 0.005 0.040 0.000
H 0.2460 -3.0500 3.7379 -0.091 -0.019 -0.009
C -3.0167 0.3747 -1.2913 -0.258 -0.003 0.043
H 4.4625 -3.6127 0.2500 0.018 -0.032 -0.121
Sb 2.4556 2.0168 2.6010 0.377 0.168 0.212
H -4.7736 0.4258 -4.3719 0.046 0.005 -0.011
Sb -0.1090 3.1320 -0.5189 -0.261 0.657 1.326
H 2.9653 -3.7884 1.1659 -0.009 -0.014 0.005
H 4.4101 0.6948 -2.6042 -0.088 -0.052 -0.088
H -3.7336 -4.0793 -0.8893 0.021 -0.007 0.032
C 1.3378 4.8317 -0.2435 -0.061 -0.841 -0.210
H -1.7762 5.1936 -0.9456 0.034 -0.021 0.046
H -2.8140 -3.9067 2.7605 0.097 -0.099 0.018
H 3.3702 -1.8314 -2.7055 0.055 0.002 -0.046
C -1.5499 0.0318 1.7635 -0.494 0.109 -0.114
C -1.2702 3.4437 1.2888 0.237 -0.051 -0.190
C -0.9114 -0.2578 4.1214 0.015 0.036 0.009
H -1.2564 4.5061 1.5253 0.013 0.035 0.019
H 3.6413 3.8333 0.9738 0.080 0.055 -0.012
C 0.9250 -0.7648 -5.6585 0.017 0.019 -0.030
C 0.7851 0.3313 -6.4902 -0.025 0.046 0.065
Si -1.8044 -3.7888 -2.4499 -0.271 -0.251 -0.082
C -3.4579 -3.3325 -1.6350 0.430 -0.009 -0.103
O -0.3643 -0.3908 1.4040 0.316 0.132 -1.063
S -2.8120 0.2621 -3.0114 -0.099 0.033 -0.006
H -6.3594 0.9299 -2.3174 -0.005 -0.011 -0.016
H -0.5985 -6.1424 2.3525 0.003 0.062 0.071
H -5.1053 2.1453 -2.6513 -0.032 -0.003 -0.036
H -4.9121 -0.8775 -3.1662 -0.082 0.016 -0.020
H 2.5214 1.6156 5.2959 0.009 -0.066 -0.002
N 1.9071 -0.1707 -0.7457 1.278 0.219 0.027
C -2.3456 0.3985 5.9186 0.000 0.018 -0.086
C -1.8567 0.1831 3.1857 0.043 0.003 -0.003
H -0.5245 -5.9094 -2.7678 0.015 0.004 -0.032
N -2.4804 0.2992 0.8856 -0.152 0.044 0.491
H 2.3037 4.4762 -0.5932 0.022 0.010 -0.056
H -2.2983 3.1306 1.1028 0.017 -0.034 -0.038
C 0.2131 1.6711 -4.5856 -0.077 -0.202 0.520
C 2.2749 5.0477 2.1350 -0.283 0.448 -0.198
C 1.3386 6.7650 3.5836 -0.088 0.068 -0.003
C 2.2577 -5.5432 -1.5332 -0.080 0.370 0.032
C 0.4737 7.1589 2.5731 -0.090 0.036 0.106
H -0.8733 2.8878 2.1371 0.040 -0.035 -0.011
C -1.1514 -0.1657 5.4722 0.145 -0.046 0.059
H 4.3013 -3.3078 -2.9290 0.030 -0.078 0.138
C 3.2743 3.9660 1.9897 -0.152 -0.748 -0.035
F 1.2746 -1.9520 -6.1520 -0.009 -0.030 -0.033
H -3.0449 -3.1559 1.1823 -0.028 -0.024 0.014
Re -0.0458 -0.1817 -0.6258 -0.500 2.330 -0.436
C 0.4373 1.5602 -5.9422 0.039 -0.107 -0.028
H 4.9011 1.0601 1.8063 0.004 -0.014 -0.023
C 1.3864 5.4430 1.1066 -0.064 0.148 0.520



[2]
121
Properties=species:S:1:pos:R:3:forces:R:3 method="wB97M-V/def2-TZVPD" molar_mass_g_mol=1034.0 e_above_lowest_kcal_mol=0.0 charge=+1 total_energy_ev=-171922.23468 orbital_gap_ev=5.6
H 6.0245 1.1544 -0.6579 -0.257 -0.107 -0.108
C -4.7527 -2.3821 -0.7669 0.220 0.013 -0.257
O -3.6838 4.7492 1.2620 1.319 0.295 0.671
C -3.4812 1.6696 -1.4898 0.102 -0.291 -1.222
H 0.4767 2.0452 -3.9689 0.658 0.282 -0.663
H 0.8074 -0.6021 -5.1355 -0.202 0.133 -0.462
H -0.2490 -2.8665 1.8474 0.357 0.028 0.249
O -3.5250 1.1552 0.8255 0.345 -0.759 1.418
C 0.4363 3.0439 -3.5545 -1.703 -0.205 1.678
C -1.2750 3.1708 2.5077 -0.091 -1.783 -0.669
C 0.8697 -2.1047 -6.7165 0.488 -0.093 -0.992
C 1.5938 -4.2810 -6.0232 -0.232 0.262 0.053
O 4.4908 -1.2658 -1.0344 -1.846 -3.072 2.615
H 1.6475 -2.0741 -3.4283 -0.235 -0.054 0.146
H 2.3025 -8.6617 1.0164 -0.469 0.016 0.054
H -1.9841 4.7135 -1.8126 -0.014 -0.007 0.041
C 1.2027 -3.4253 -7.0361 -0.838 0.501 0.575
H 0.8460 0.9779 -1.6708 0.152 0.002 -0.141
C 1.7506 -3.7884 -4.7119 -0.479 -0.942 -0.707
O 3.9602 1.0940 2.1350 -1.565 -0.968 1.239
H -1.9245 0.0316 6.3396 -0.225 -0.097 -0.583
O 2.4976 -3.7948 1.4692 1.290 0.170 0.720
O -3.0360 0.1691 3.0236 -1.049 0.040 -0.822
H -0.3681 0.6317 0.9623 0.158 0.304 -0.489
H 2.0015 -4.5413 -3.9757 0.256 0.357 0.324
C -4.8810 -2.4780 -2.1342 0.067 0.044 -0.724
H 1.1490 -1.1941 -1.0522 -0.154 -0.580 0.437
C -2.5073 -2.7532 -2.4251 0.413 0.283 0.303
H -5.8340 -2.3117 -2.6220 -0.134 -0.172 0.194
H -3.3381 -2.4225 0.8465 0.023 0.289 0.035
C 1.4992 0.8522 -0.8021 -0.597 -0.802 -0.534
H -1.8733 2.2527 2.5462 -0.342 0.303 -0.347
C -0.2453 -0.3095 0.4250 -0.369 -1.531 0.953
S -4.1723 0.4899 2.1726 0.730 0.212 -1.686
V 2.6092 0.4689 2.7097 -0.895 -0.193 -3.245
H 1.7053 -5.3353 -6.2381 0.267 -0.019 0.111
C -2.2478 2.0415 5.6521 -0.915 0.086 -0.759
C 2.3089 -6.5717 1.4779 -0.795 -0.330 -0.645
S 1.6402 -4.2571 2.5502 -2.642 -0.448 -0.334
H -4.2271 2.7748 2.7767 -0.017 -0.040 -0.508
H 2.0921 5.8053 -2.5141 0.064 -0.050 0.135
C 1.2993 5.0731 -2.5828 -0.178 -0.298 -0.722
O -1.9952 4.2603 3.0341 -0.861 1.444 0.318
C -0.0346 -3.9185 2.0148 0.436 -0.510 0.138
H -1.7481 2.8672 5.1522 0.067 0.031 0.190
O 0.9060 -1.0747 5.9497 0.226 -0.405 -0.883
C 2.3850 -8.0224 1.8960 1.542 -0.922 -0.059
S -2.4742 5.2773 1.8612 0.115 0.054 -0.801
O -0.5354 0.4882 4.7968 -0.068 -0.298 -1.579
O 1.5352 -5.8626 2.4883 1.155 1.580 0.427
H -5.6621 -2.2458 -0.1989 0.258 0.085 0.414
O 1.5309 1.6009 2.7054 1.027 -0.250 0.016
C -1.2677 -2.0548 4.6363 1.348 0.540 -0.262
C 7.4286 3.7696 -2.1587 0.130 0.684 0.218
H -2.7536 0.8910 -1.7283 0.218 0.131 0.310
V 3.6274 -2.3371 -0.1289 -2.422 2.603 -3.336
C -3.4615 -2.4252 -0.2297 -0.910 -0.885 0.223
H 2.5307 0.8820 -1.1472 0.032 0.254 0.182
H 1.7593 -6.4679 0.5383 -0.159 -0.080 0.088
H -1.4517 -2.7156 -0.4516 0.482 -0.144 -0.774
C -1.0036 4.4684 -2.2009 0.151 -0.032 0.109
H -4.1005 1.7284 -2.3901 -0.172 0.032 0.097
H 8.2494 1.9792 -1.3021 -0.074 -0.101 0.113
H -1.6375 -2.7470 -3.0697 0.053 -0.286 -0.009
C 4.9331 2.7440 -1.5435 -0.912 1.501 0.755
S 0.1682 -0.9291 4.7297 -2.212 0.424 0.659
O 0.8129 -0.9960 3.4068 0.869 0.593 1.206
H 1.7599 -8.3893 2.7063 -0.666 0.508 -0.318
C 1.4388 -2.4784 -4.4089 0.196 0.242 -0.834
H 2.3940 3.6109 -3.8269 0.280 0.696 0.098
H -0.1869 -4.4713 1.0895 -0.050 -0.041 0.033
H 0.1059 3.2368 0.7893 0.201 0.828 0.029
H 3.2674 -6.1014 1.2671 0.099 -0.060 0.596
H -3.0877 1.7120 5.0398 0.124 0.131 -0.281
H -5.8329 2.1255 2.1620 0.089 0.236 -0.010
H -1.0702 -0.5049 -0.2607 0.214 0.596 -0.333
H -1.6085 2.6300 -3.1375 0.009 -0.030 0.318
C -1.3740 0.8784 5.9210 1.580 -0.871 2.070
H 8.3669 4.2138 -2.4668 0.126 -0.197 0.081
O 2.1254 -0.8982 0.7641 2.284 -1.255 1.168
H -3.9306 -2.3951 -4.0078 0.227 -0.765 -0.245
H -0.4846 -1.0167 1.2312 0.365 -0.204 -0.149
H -5.0340 2.1820 -0.2103 0.105 -0.035 0.451
H 0.6381 -1.4889 -7.5774 -0.346 0.348 0.340
H -1.7126 -1.9000 3.6560 0.010 0.035 0.013
C 6.0701 2.0901 -1.2049 1.544 -1.905 0.564
H -0.8225 -3.0416 4.7468 -0.270 -0.071 0.157
H -0.0185 6.3450 -1.6182 -0.498 -0.248 0.540
H -2.7234 2.3854 6.5705 0.401 0.039 0.193
C -2.3640 -2.6687 -1.0349 -0.369 0.169 0.347
C 0.9820 -1.6260 -5.4396 0.629 -0.202 1.498
C -4.9435 1.9561 2.7628 -0.301 -0.355 1.074
H 6.3056 5.5638 -2.6973 0.458 -0.015 -0.010
C 1.4621 3.9392 -3.3769 0.892 -0.926 -0.114
H -0.4698 2.8735 3.1797 0.460 0.932 -0.204
H 0.9574 -3.7045 -8.0518 0.476 -0.503 0.012
C 1.1488 -0.5274 -0.1878 -0.756 2.717 -0.430
C 6.2828 4.5520 -2.3106 -0.529 0.269 -0.544
H -3.0303 2.6578 -1.3989 0.183 -0.220 0.254
H -0.6311 1.0500 6.7068 -0.200 0.495 0.050
H -0.6159 -4.3487 2.8286 -0.322 0.077 -0.233
O -2.4246 6.6662 2.2246 0.188 -1.987 -0.008
H 4.1190 4.6326 -2.0102 0.157 0.259 -0.452
H -5.2102 1.7958 3.8091 -0.312 -0.194 -0.098
C -3.7747 -2.6621 -2.9700 -0.247 1.288 0.387
C -0.9091 3.5343 1.0382 -0.874 -0.541 0.189
C -0.7859 3.2980 -2.9071 -0.132 0.160 -0.976
C -4.3484 1.3336 -0.3369 -1.250 0.185 0.326
C 7.3553 2.5467 -1.5123 -0.768 0.658 -0.712
H 1.1746 1.6606 -0.1488 0.695 0.077 0.250
O -1.1931 4.9268 0.9401 -0.038 1.174 0.384
O 1.7385 -3.8465 3.9233 0.865 -0.233 -1.009
O -5.1163 -0.5287 1.7589 0.829 1.016 0.925
O 2.7619 -3.2086 -1.1683 1.952 1.772 1.785
H -4.9803 0.4486 -0.4307 0.318 -0.093 -0.413
H 3.3791 -8.2963 2.2652 0.114 0.435 0.031
C 0.0605 5.3417 -2.0182 0.571 0.677 -0.585
H -1.9794 -1.7920 5.4110 0.149 -0.156 0.142
C 5.0305 4.0503 -2.0174 0.061 -0.559 0.319
H -1.5652 3.1104 0.2752 0.000 -0.733 0.449
H 3.9572 2.4439 -1.1819 0.088 -0.447 -0.206